# 1
Formula: C30H33ClGeN3O3S2Sc
Source: OMol25
Level of theory: the ωB97M-V functional and the def2-TZVPD basis

Values from the calculation:
lowest unoccupied orbital energy (alpha / beta): -0.042 / -0.048 Ha
E: -153669.3557 eV
2S+1: 1
largest force on an atom: 0.5 eV Å⁻¹
net charge: 0
energy above the lowest of the compared OMol25 structures with the same formula, charge and spin: 1.2004 eV
HOMO (alpha / beta): -7.82 / -7.04 eV

Structure (XYZ):
```
74
Properties=species:S:1:pos:R:3:forces:R:3
Sc -0.2433 0.6545 -1.8250 -0.1 0.0 -0.5
C -1.6112 -1.9473 1.0350 0.0 0.0 0.0
C -2.1495 0.1839 2.2937 0.0 0.0 0.0
C -0.8089 0.7812 2.7283 0.0 0.0 0.0
C 0.3675 -0.1547 2.6987 0.0 0.0 0.0
C 0.4989 -1.4101 2.2521 0.0 0.0 0.0
C -0.4743 -2.3045 1.6283 0.0 0.0 0.0
H -2.2561 -2.7070 0.6082 0.0 0.0 0.0
H -2.8398 1.0292 2.1766 0.0 0.0 0.0
H -0.9402 1.0890 3.7760 0.0 0.0 0.0
H 1.2685 0.2886 3.1118 0.0 0.0 0.0
H 1.4837 -1.8497 2.3793 0.0 0.0 0.0
H -0.2117 -3.3562 1.6378 0.0 0.0 0.0
C -1.4894 -4.2881 -4.4358 0.0 0.0 0.0
C -0.1251 -4.0861 -4.6025 0.0 0.0 0.0
C 0.5417 -3.1292 -3.8581 0.0 0.0 0.1
C -0.1610 -2.3602 -2.9285 0.0 0.0 0.0
C -1.5291 -2.5623 -2.7623 0.0 0.0 0.0
C -2.1873 -3.5230 -3.5130 0.0 0.0 0.0
N 0.4810 -1.3532 -2.1654 0.2 -0.1 0.0
N 1.7650 -1.5967 -1.9724 -0.1 0.0 0.1
C 2.4115 -0.6244 -1.2891 -0.1 0.0 -0.1
C 3.7903 -0.7951 -1.0410 0.0 0.0 0.1
C 4.4767 0.1734 -0.3651 0.0 -0.1 0.0
C 3.7986 1.3296 0.0578 -0.1 0.0 0.0
C 2.4641 1.4416 -0.2283 0.1 0.1 0.1
N 1.7553 0.4968 -0.8795 0.1 0.0 0.0
H -2.0052 -5.0354 -5.0243 0.0 0.0 0.0
H 0.4246 -4.6747 -5.3260 0.0 0.0 0.0
H 1.6011 -2.9595 -3.9826 0.0 0.0 0.0
H -2.0736 -1.9741 -2.0368 0.0 0.0 0.0
H -3.2503 -3.6706 -3.3739 0.0 0.0 0.0
H 4.2588 -1.6994 -1.4008 0.0 0.0 0.0
H 5.5341 0.0566 -0.1667 0.0 0.0 0.0
H 4.3083 2.1259 0.5806 0.0 0.0 0.0
H 1.9189 2.3335 0.0531 0.0 0.0 0.0
C 2.3244 2.7334 3.4896 0.0 0.0 0.0
Ge 0.6147 3.4166 2.8180 0.0 0.0 0.0
C 0.9347 4.8695 1.5435 0.0 -0.1 0.0
C -0.4580 4.1011 4.3060 0.0 0.0 0.0
C -0.4762 2.0447 1.9085 0.0 0.0 0.0
H 2.9364 3.5678 3.8352 0.0 0.0 0.0
H 2.8704 2.2020 2.7098 0.0 0.0 0.0
H 2.1767 2.0552 4.3304 0.0 0.0 0.0
H 1.4715 5.6870 2.0257 0.0 0.0 0.0
H -0.0169 5.2542 1.1739 0.0 0.0 0.0
H 1.5183 4.5397 0.6828 0.0 0.0 0.0
H 0.0441 4.9471 4.7762 0.0 0.0 0.0
H -0.6236 3.3407 5.0697 0.0 0.0 0.0
H -1.4287 4.4389 3.9409 0.0 0.0 0.0
H 0.0077 1.7599 0.9696 0.0 0.0 0.0
H -1.4035 2.5626 1.6388 0.0 0.0 0.0
C 0.1844 5.2683 -4.0166 0.0 0.0 0.0
O 0.3697 3.9059 -4.4316 0.0 0.0 0.0
C 0.2524 2.9400 -3.5497 0.0 -0.1 0.1
S -0.1095 3.2610 -1.9166 0.0 0.1 0.0
S 0.4778 1.3644 -4.1464 0.0 0.1 -0.1
H 0.3395 5.8584 -4.9134 0.0 0.0 0.0
H 0.9136 5.5289 -3.2514 0.0 0.0 0.0
H -0.8231 5.4094 -3.6302 0.0 0.0 0.0
Cl -4.5774 -2.3209 4.4170 0.0 0.0 0.0
C -3.9497 -1.3285 3.1151 0.0 0.0 0.0
C -4.8149 -1.2236 1.9879 0.0 0.0 0.0
C -4.5437 -0.7109 0.7119 0.0 0.0 0.0
C -3.3353 -0.3591 0.1624 -0.1 0.0 0.0
C -2.0523 -0.5110 0.9150 0.0 -0.1 -0.1
C -2.7558 -0.7315 3.3091 0.0 0.0 0.0
C -3.3473 0.1859 -1.2331 -0.1 -0.1 -0.1
O -4.3737 0.3229 -1.8596 0.1 0.0 0.0
O -2.1575 0.4860 -1.7235 0.0 0.0 0.2
H -5.8220 -1.5851 2.1499 0.0 0.0 0.0
H -5.3941 -0.6138 0.0470 0.0 0.0 0.0
H -1.2559 -0.0108 0.3519 0.0 0.2 0.2
H -2.2239 -0.9087 4.2362 0.0 0.0 0.0
```
Forces are in eV/Å.

# 2
Formula: C27H16Cl4HfN8O2SbSe4
Source: OMol25
Level of theory: the ωB97M-V functional and the def2-TZVPD basis

Values from the calculation:
lowest unoccupied orbital energy: 0.012 Ha
E: -363602.0425 eV
2S+1: 1
largest force on an atom: 1.1 eV Å⁻¹
net charge: -1
energy above the lowest of the compared OMol25 structures with the same formula, charge and spin: 2.8215 eV
HOMO: -3.30 eV

Structure (XYZ):
```
63
Properties=species:S:1:pos:R:3:forces:R:3
Hf -0.2075 0.1908 -0.1703 0.2 -0.2 -0.7
C -3.2169 -3.1217 0.6301 0.0 0.0 0.0
C -2.0900 -2.4533 0.2246 0.0 0.0 0.0
N -1.7603 -1.2631 0.7614 -0.2 0.3 -0.2
C -2.5583 -0.7721 1.7361 0.0 0.1 -0.2
C -3.7486 -1.4439 2.0559 0.1 -0.2 0.1
N -4.0777 -2.5980 1.5244 0.0 0.0 0.0
C -2.1031 0.4522 2.3482 -0.1 0.0 0.0
C -2.6964 1.0185 3.4540 0.1 0.0 0.0
C -2.1634 2.1628 4.0611 0.0 0.0 -0.1
C -0.9868 2.6670 3.4874 0.0 -0.1 0.0
C -0.4252 2.0787 2.3786 0.1 0.1 0.1
N -0.9694 0.9730 1.7742 0.0 -0.1 -0.3
C 0.8221 2.5055 1.7838 0.0 -0.2 -0.1
C 1.6039 3.5884 2.2070 0.0 0.0 0.1
N 2.7711 3.8765 1.6781 0.0 0.0 0.0
C 3.2027 3.0737 0.6902 0.0 -0.1 0.0
C 2.4492 2.0281 0.2170 0.1 0.0 0.0
N 1.2538 1.7355 0.7606 -0.3 0.3 -0.2
C -2.7801 2.7788 5.2444 0.0 0.0 0.0
C -2.2741 3.9450 5.8291 0.0 0.0 0.0
C -2.8918 4.4865 6.9422 0.0 0.0 0.0
N -3.9704 3.9712 7.5264 0.0 0.0 0.1
C -4.4559 2.8613 6.9755 0.0 0.0 0.0
C -3.9135 2.2409 5.8646 0.0 0.0 0.0
H -3.4706 -4.0847 0.2088 0.0 0.0 0.0
H -1.4327 -2.8286 -0.5473 0.0 0.0 0.0
H -4.4459 -1.0139 2.7647 0.0 0.0 0.0
H -3.5779 0.5463 3.8586 0.0 0.0 0.0
H -0.4900 3.5216 3.9192 0.0 0.0 0.0
H 1.2573 4.2342 3.0048 0.0 0.0 0.0
H 4.1713 3.2928 0.2626 0.0 0.0 0.0
H 2.7712 1.3974 -0.5988 0.0 0.0 0.0
H -1.4035 4.4475 5.4337 0.0 0.0 0.0
H -2.4921 5.3905 7.3896 0.0 0.0 0.0
H -5.3335 2.4363 7.4513 0.0 0.0 0.0
H -4.3847 1.3386 5.5031 0.0 0.0 0.0
Cl 0.8934 1.3375 -6.9516 0.0 0.0 0.0
C 0.3217 0.6675 -5.4643 0.0 0.0 0.0
C -0.6079 -0.3602 -5.4710 0.0 0.0 0.0
Cl -1.2171 -0.9816 -6.9652 0.0 0.0 0.0
C -1.0608 -0.8893 -4.2570 0.0 0.0 0.0
Cl -2.2715 -2.1275 -4.2208 0.0 0.0 0.0
C -0.5862 -0.4138 -3.0400 -0.2 0.0 -0.2
O -1.0278 -0.8561 -1.8778 0.2 0.4 0.5
C 0.3490 0.6504 -3.0334 0.0 0.2 -0.2
O 0.7131 1.1448 -1.8653 -0.3 -0.3 0.5
C 0.7894 1.1710 -4.2448 0.0 0.0 0.0
Cl 1.9068 2.4903 -4.1977 0.0 0.0 0.0
Se 2.6426 -5.3336 1.4969 0.0 0.0 0.0
Sb 3.2364 -3.0899 1.9754 -0.2 0.2 0.2
Se 1.1707 -1.1855 1.9757 0.7 -0.6 -0.5
Se 1.7852 -1.5978 -0.3837 -0.5 0.3 1.0
Se 5.4270 -2.2303 1.6858 0.1 0.0 0.0
N -3.0510 2.1551 -2.8217 -0.1 0.0 0.1
C -2.2341 3.2416 -2.5975 0.0 0.0 0.0
C -1.5848 2.9720 -1.4368 -0.1 0.2 0.0
N -1.9857 1.7450 -0.9528 0.4 -0.3 -0.1
C -2.8607 1.2812 -1.8191 -0.1 0.0 0.0
H -3.6310 1.9965 -3.6269 0.0 0.0 0.0
H -2.1747 4.0694 -3.2800 0.0 0.0 0.0
H -0.8397 3.5612 -0.9305 0.0 0.0 0.0
H -3.3402 0.3180 -1.7685 0.0 0.0 0.0
```
Forces are in eV/Å.

# 3
Formula: C4H14NO2
Source: OMol25
Level of theory: the ωB97M-V functional and the def2-TZVPD basis

Values from the calculation:
lowest unoccupied orbital energy: -0.109 Ha
E: -9953.3819 eV
2S+1: 1
largest force on an atom: 2.4 eV Å⁻¹
net charge: +1
energy above the lowest of the compared OMol25 structures with the same formula, charge and spin: 1.3791 eV
HOMO: -14.08 eV

Structure (XYZ):
```
21
Properties=species:S:1:pos:R:3:forces:R:3
C 0.5613 0.1606 1.8300 0.0 -0.9 -0.4
C 0.6062 -1.1879 0.9974 -0.4 2.3 0.7
C 0.3032 -1.0223 -0.4710 2.0 0.8 0.1
C 0.8685 -1.7530 -1.4104 -0.4 -1.2 -0.2
N -0.3118 0.2499 -0.8608 -1.4 0.2 0.2
H -0.1479 0.9181 1.4947 -0.1 -0.1 0.0
H 0.2429 -0.1491 2.8216 0.3 0.4 0.2
H 1.5548 0.6003 1.8422 -0.1 0.2 0.2
H 1.6327 -1.5039 1.1275 -0.1 -0.8 -0.2
H -0.0945 -1.8242 1.5224 0.0 -0.6 -0.4
H 1.5110 -2.5568 -1.0753 -0.1 -0.2 0.0
H 0.5977 -1.8008 -2.4620 0.3 0.7 0.0
H -0.4307 0.3234 -1.8686 -0.4 -0.4 -0.1
H 0.1673 1.1310 -0.6363 0.7 -0.1 0.4
H -1.2325 0.2963 -0.3656 -0.2 0.1 -0.7
H -2.8907 -0.7919 0.8514 -0.3 -0.1 0.0
H -3.5805 -0.4185 -0.5070 -0.1 -0.1 0.2
O -2.8127 -0.2647 0.0509 0.3 0.2 0.1
H 0.7564 3.8521 -0.8205 -0.3 0.0 0.2
H 1.7587 2.8342 -1.2868 -0.1 -0.1 0.2
O 0.9406 2.9074 -0.7739 0.4 -0.1 -0.4
```
Forces are in eV/Å.